# 1
A single C5H12N2 molecule at a distorted geometry. Source: OMol25; level of theory: ωB97M-V/def2-TZVPD.

Positions of all 19 atoms, in Å:
C 0.844 0.774 -1.807
C 1.287 1.350 -0.443
C 0.228 1.102 0.528
C -0.608 -0.023 0.563
N -1.679 -0.256 1.473
C -1.704 -1.618 2.047
N 1.479 -0.558 -1.978
H -0.319 0.545 -1.699
H 0.635 1.490 -2.634
H 2.324 0.828 -0.199
H 1.597 2.306 -0.715
H 0.295 1.852 1.332
H -0.606 -0.858 -0.251
H -1.885 0.542 2.038
H -2.707 -2.050 2.093
H -1.158 -2.363 1.569
H -1.312 -1.524 3.073
H 2.332 -0.315 -2.481
H 0.956 -1.225 -2.510

Atoms 1-3, force components in eV/Å:
C -4.2 -1.8 0.6
C 1.9 -2.9 -2.6
C -1.5 -1.7 2.0

The SMILES is CN/C=C/CCN. The calculation puts the maximum force at 0.0892 hartree/bohr.

# 2
A 3-piece molecular cluster, C5H12N2 overall at a distorted geometry. Source: OMol25; level of theory: ωB97M-V/def2-TZVPD.

Positions of all 19 atoms, in Å:
C -0.586 -0.083 -0.750
C 0.220 0.327 0.262
C -1.138 -0.170 1.776
C 1.484 0.372 1.035
C 1.255 0.007 -1.775
N -0.635 1.323 -0.533
N -1.416 -1.010 -1.235
H -1.463 1.549 0.020
H -1.192 -1.983 -1.092
H -2.335 -0.726 -1.536
H -0.749 -1.089 2.215
H -2.180 -0.296 1.478
H -1.064 0.657 2.484
H 1.307 0.802 2.019
H 2.242 0.950 0.509
H 1.849 -0.646 1.172
H 1.875 -0.862 -1.567
H 0.746 -0.080 -2.731
H 1.779 0.956 -1.751

Atoms 1-3, force components in eV/Å:
C 4.4 0.4 -3.5
C -4.4 -0.2 5.5
C 1.7 0.9 -0.8

The calculation puts the maximum force at 0.1369 hartree/bohr.

# 3
A single C5H12N2 molecule at a distorted geometry. Source: OMol25; level of theory: ωB97M-V/def2-TZVPD.

Positions of all 19 atoms, in Å:
C -1.470 -1.187 0.798
C 0.038 -1.225 0.925
C 0.845 -0.368 -0.095
C 0.519 1.097 0.024
C -0.020 1.956 -0.881
N 0.366 3.370 -1.175
N 0.396 -2.673 0.599
H -1.751 -0.281 1.299
H -1.602 -0.996 -0.318
H -1.968 -2.027 1.230
H 0.469 -1.101 1.889
H 0.604 -0.805 -1.066
H 1.976 -0.501 0.083
H 0.775 1.584 0.933
H -0.847 1.818 -1.481
H 1.276 3.574 -0.840
H 0.339 3.562 -2.124
H 0.565 -2.559 -0.388
H -0.509 -3.238 0.588

Atoms 1-3, force components in eV/Å:
C 1.3 2.7 -1.5
C 1.0 -2.9 -1.0
C -0.7 -0.2 1.3

The SMILES is C[C@@H](N)C/C=C/N. The calculation puts the maximum force at 0.0865 hartree/bohr.

# 4
An isolated ion of composition C5H12N2 and charge +1 at a distorted geometry. Source: OMol25; level of theory: ωB97M-V/def2-TZVPD.

Positions of all 19 atoms, in Å:
C -1.113 -1.427 -0.873
C -0.966 0.068 -0.713
C -0.160 0.385 0.673
C 1.377 0.254 0.595
C 2.088 -0.099 1.708
N 2.024 0.447 -0.681
N -2.345 0.597 -0.673
H -1.823 -1.966 -0.254
H -1.600 -1.857 -1.735
H -0.182 -2.016 -0.715
H -0.418 0.326 -1.573
H -0.254 1.544 0.937
H -0.732 -0.101 1.509
H 3.081 -0.232 1.803
H 1.551 -0.522 2.581
H 2.901 0.942 -0.534
H 1.484 1.276 -1.053
H -2.501 0.941 0.276
H -2.413 1.437 -1.278

Atoms 1-3, force components in eV/Å:
C 0.7 -2.6 0.9
C -1.1 -1.3 2.0
C -0.1 2.0 -1.1

As for the total charge: +1. Its expectation value of S² is 0.7571. As for the spin multiplicity: 2. The calculation puts the maximum force at 0.1041 hartree/bohr.

# 5
An isolated ion of composition C5H12N2 and charge +1 at a distorted geometry. Source: OMol25; level of theory: ωB97M-V/def2-TZVPD.

Positions of all 19 atoms, in Å:
C -2.570 0.894 -1.107
C -1.462 1.439 -0.025
C -0.718 0.480 0.943
C 0.376 -0.505 0.220
N 3.015 -1.421 -0.423
C 2.559 -1.145 0.875
N 1.310 -0.958 1.263
H -3.134 0.061 -0.595
H -2.049 0.366 -1.968
H -3.387 1.563 -1.397
H -1.867 2.201 0.712
H -0.671 2.040 -0.613
H -0.137 0.986 1.724
H -1.457 -0.184 1.434
H 0.036 -1.386 -0.389
H 0.886 0.225 -0.484
H 2.315 -1.094 -1.105
H 3.489 -2.296 -0.596
H 3.465 -1.266 1.533

Atoms 1-3, force components in eV/Å:
C 1.2 -2.1 1.9
C 0.4 1.7 -0.9
C -0.4 -2.3 -1.1

As for the total charge: +1. Its expectation value of S² is 0.7654. As for the spin multiplicity: 2. The calculation puts the maximum force at 0.0817 hartree/bohr.

# 6
A single C5H12N2O molecule at a distorted geometry. Source: OMol25; level of theory: ωB97M-V/def2-TZVPD.

Positions of all 20 atoms, in Å:
C 1.035 1.528 1.064
O 2.236 1.449 1.753
C 0.677 0.233 0.242
C -0.833 0.326 -0.023
C -1.269 -0.595 -1.092
C -1.070 -0.347 -2.386
N -2.182 -1.649 -0.739
N 1.234 -0.938 0.890
H 0.215 1.859 1.699
H 1.106 2.272 0.252
H 2.526 0.518 1.798
H 1.130 0.404 -0.738
H -1.355 0.205 0.937
H -1.033 1.365 -0.292
H -1.381 -0.810 -3.317
H -0.383 0.423 -2.758
H -2.781 -1.971 -1.475
H -2.801 -1.242 -0.041
H 0.473 -1.428 1.348
H 1.651 -1.612 0.261

Atoms 1-3, force components in eV/Å:
C -0.1 -0.3 -1.5
O 0.6 -0.1 0.3
C 0.3 1.7 0.2

The SMILES is C=C(N)C[C@H](N)CO. The calculation puts the maximum force at 0.0657 hartree/bohr.

One value per record, in order, for energy relative to the best compared isomer or geometry (same formula, charge and spin): 70.54; 157.59; 66.92; 71.32; 72.54; 53.37 kcal per mole.